[1]
Below is the ion C2H4N3O with charge +1, with properties calculated with ωB97M-V with the def2-TZVPD basis set.

For the HOMO energy (spin up / spin down), the calculation gives -18.2 / -18.2 eV. The value obtained for the HOMO-LUMO gap (spin up / spin down) is 12.1 / 12.1 eV. As for the relative energy (zero: lowest compared OMol25 entry of this formula, charge and spin): 391.4 kJ/mol. As for the net charge: +1. The strongest force on any atom is 0.094 Eh/bohr. The value obtained for the total energy is -8644.858 eV. As for the multiplicity: 1.

Geometry as XYZ:
```
10
Properties=species:S:1:pos:R:3:nbo_charge:R:1
C -1.064 0.077 0.884 0.18
C 1.336 0.245 -0.199 -0.45
N -2.103 -0.349 0.363 -0.01
N -0.633 -0.597 -1.211 0.28
N -0.010 -0.165 -0.225 -0.06
O -1.907 -0.749 -0.868 -0.03
H -0.704 0.503 1.796 0.28
H 1.403 0.686 0.761 0.24
H 2.069 -0.643 -0.353 0.29
H 1.614 0.992 -0.948 0.28
```

[2]
Below is the ion C6H11N4O2 with charge +1, with properties calculated with ωB97M-V with the def2-TZVPD basis set.

For the HOMO energy, the calculation gives -14.1 eV. The value obtained for the HOMO-LUMO gap is 11.1 eV. As for the relative energy (zero: lowest compared OMol25 entry of this formula, charge and spin): 496.6 kJ/mol. As for the net charge: +1. The strongest force on any atom is 0.112 Eh/bohr. The value obtained for the total energy is -16444.030 eV. As for the multiplicity: 1.

Geometry as XYZ:
```
23
Properties=species:S:1:pos:R:3:nbo_charge:R:1
C 0.809 -0.321 2.168 0.90
C -0.369 -0.564 -2.601 -0.46
C -1.244 0.625 -2.070 -0.43
C 0.790 -0.585 -1.649 0.07
C -0.348 1.202 -0.920 0.07
C -0.555 -0.733 4.050 -0.27
N 0.819 -0.158 0.676 -0.27
N 0.273 -0.894 -0.289 -0.10
N -0.465 0.225 0.133 -0.12
N 1.053 0.856 -1.375 -0.54
O 1.849 0.069 2.653 -0.53
O -0.311 -0.711 2.640 -0.47
H -0.870 -1.625 -2.626 0.28
H -0.208 -0.281 -3.647 0.26
H -1.445 1.429 -2.908 0.24
H -2.196 0.250 -1.767 0.27
H 1.616 -1.223 -1.781 0.26
H -0.451 2.298 -0.752 0.27
H -1.306 -1.576 4.052 0.23
H -0.919 0.383 4.192 0.22
H 0.369 -0.924 4.607 0.22
H 1.658 0.975 -0.592 0.47
H 1.450 1.282 -2.195 0.44
```

[3]
Below is a cluster of 2 separate species, CH6N2O2 in total, with properties calculated with ωB97M-V with the def2-TZVPD basis set.

For the HOMO energy, the calculation gives -10.1 eV. The value obtained for the HOMO-LUMO gap is 10.8 eV. As for the relative energy (zero: lowest compared OMol25 entry of this formula, charge and spin): 158.1 kJ/mol. The strongest force on any atom is 0.156 Eh/bohr. The value obtained for the total energy is -8209.237 eV. As for the multiplicity: 1.

Geometry as XYZ:
```
11
Properties=species:S:1:pos:R:3:nbo_charge:R:1
N -0.693 0.000 -0.033 -0.85
C 0.134 -0.137 1.083 0.77
N -0.578 -0.212 2.268 -0.89
O 1.299 0.000 0.814 -0.64
H -1.676 -0.108 0.024 0.38
H -0.254 0.049 -0.875 0.39
H -1.251 -0.961 2.177 0.40
H -0.051 0.132 3.132 0.43
H 1.203 0.872 -2.293 0.46
H 0.956 -0.263 -3.239 0.47
O 0.912 0.627 -3.058 -0.93
```

[4]
Below is the ion C5H8N with charge +1, with properties calculated with ωB97M-V with the def2-TZVPD basis set.

For the HOMO energy (spin up / spin down), the calculation gives -15.2 / -15.2 eV. The value obtained for the HOMO-LUMO gap (spin up / spin down) is 8.3 / 8.3 eV. As for the relative energy (zero: lowest compared OMol25 entry of this formula, charge and spin): 709.1 kJ/mol. As for the net charge: +1. The strongest force on any atom is 0.163 Eh/bohr. The value obtained for the total energy is -6790.740 eV. As for the multiplicity: 1.

Geometry as XYZ:
```
14
Properties=species:S:1:pos:R:3:nbo_charge:R:1
C -0.817 -2.183 1.076 0.21
C 0.342 -1.791 1.202 -0.38
C 1.057 -0.585 1.107 0.17
C -1.289 0.247 -0.465 -0.65
C -0.014 0.950 -0.598 -0.21
N 1.117 -0.087 -0.267 -0.59
H 1.083 0.212 1.805 0.25
H -1.529 -0.242 -1.416 0.24
H -1.327 -0.355 0.402 0.24
H -1.998 1.118 -0.336 0.27
H 0.029 1.780 0.142 0.23
H 0.166 1.525 -1.518 0.27
H 2.171 0.371 -0.303 0.48
H 1.008 -0.961 -0.832 0.47
```

[5]
Below is a structure of composition C13H23CaClNO4P, with properties calculated with ωB97M-V with the def2-TZVPD basis set.

For the HOMO energy, the calculation gives -7.7 eV. The value obtained for the HOMO-LUMO gap is 7.4 eV. As for the relative energy (zero: lowest compared OMol25 entry of this formula, charge and spin): 25.3 kJ/mol. The strongest force on any atom is 0.034 Eh/bohr. The value obtained for the total energy is -63775.937 eV. As for the multiplicity: 1.

Geometry as XYZ:
```
44
Properties=species:S:1:pos:R:3:nbo_charge:R:1
C 0.505 3.262 -2.318 -0.22
C -0.780 2.814 -2.024 -0.23
C -0.979 1.817 -1.036 -0.10
C 0.106 1.334 -0.322 -0.53
C 1.389 1.760 -0.644 -0.08
C 1.600 2.760 -1.619 -0.23
C -2.371 1.315 -0.736 -0.45
C -2.501 -0.185 -0.389 -0.17
N -2.690 -1.025 -1.553 -0.43
Ca -0.400 0.053 1.908 1.75
C 2.532 1.061 0.075 -0.72
P 1.962 -0.658 0.496 0.71
H -1.646 3.227 -2.556 0.20
H 2.615 3.115 -1.848 0.20
H 0.653 4.004 -3.107 0.21
H 2.772 1.557 1.034 0.23
H 3.436 0.984 -0.551 0.22
H -2.776 1.879 0.128 0.21
H -3.032 1.527 -1.591 0.24
H -1.609 -0.586 0.186 0.07
C 3.427 -1.409 1.282 -0.95
C 2.127 -1.332 -1.196 -0.94
H -3.399 -0.314 0.237 0.20
C -1.553 -1.110 -2.450 -0.42
C -3.250 -2.333 -1.233 -0.41
H -0.074 -1.868 3.007 0.00
H -1.849 -1.710 -3.324 0.20
H -1.248 -0.109 -2.781 0.22
H -0.679 -1.604 -1.975 0.16
H -3.476 -2.866 -2.166 0.21
H -2.557 -2.961 -0.639 0.16
H -4.181 -2.208 -0.662 0.20
H 3.171 -1.256 -1.533 0.23
H 1.824 -2.387 -1.178 0.23
H 1.485 -0.780 -1.895 0.26
H 4.336 -1.277 0.677 0.23
H 3.564 -0.961 2.278 0.25
H 3.214 -2.483 1.394 0.23
H -0.137 -2.267 2.344 0.01
O -0.090 1.390 6.143 -0.78
Cl 0.085 0.227 5.317 2.50
O 1.285 -0.497 5.645 -0.80
O -1.078 -0.632 5.309 -0.83
O 0.270 0.733 3.866 -1.04
```

[6]
Below is a structure of composition C37H53N4O2P2Ti, with properties calculated with ωB97M-V with the def2-TZVPD basis set.

For the HOMO energy (spin up / spin down), the calculation gives -8.7 / -8.7 eV. The value obtained for the HOMO-LUMO gap (spin up / spin down) is 5.9 / 5.8 eV. As for the net charge: +1. As for the expectation value of S²: 2.01. The strongest force on any atom is 0.119 Eh/bohr. The value obtained for the total energy is -90971.966 eV. As for the multiplicity: 3.

Geometry as XYZ:
```
99
Properties=species:S:1:pos:R:3:mulliken_spin:R:1
C 1.783 -1.851 -1.526 0.07
C 1.579 0.318 -2.467 0.05
C 2.746 -2.168 -2.480 0.01
C 2.388 -0.071 -3.568 0.00
C 3.031 -1.267 -3.522 0.01
H 3.260 -3.151 -2.378 0.00
H 2.508 0.644 -4.352 0.00
H 3.754 -1.518 -4.264 0.00
N 1.211 -0.613 -1.472 -0.22
P -0.308 -2.489 0.147 -0.01
P 0.771 2.419 -0.794 0.01
C 1.334 -2.890 -0.520 0.00
H 1.386 -3.888 -0.996 0.00
H 2.075 -2.927 0.314 0.01
C 1.125 1.701 -2.351 0.05
H 0.897 2.259 -3.396 0.00
C -0.514 3.858 -1.029 0.00
C 2.528 3.077 -0.683 0.00
C -1.458 -3.272 -1.135 0.00
C -0.354 -3.444 1.766 -0.06
C -1.911 3.457 -0.533 0.03
H -1.903 3.178 0.528 0.00
H -2.566 4.336 -0.652 0.00
H -2.357 2.643 -1.104 0.00
C -0.102 5.071 -0.193 0.00
H -0.057 4.840 0.878 0.00
H 0.844 5.521 -0.499 0.00
H -0.874 5.842 -0.321 0.00
C -0.609 4.206 -2.513 -0.01
H -1.306 5.057 -2.611 0.00
H 0.351 4.535 -2.930 0.00
H -1.000 3.359 -3.097 0.00
C 2.738 3.630 0.711 0.00
H 2.615 2.851 1.468 0.00
H 3.765 4.002 0.772 0.00
H 2.070 4.454 0.958 0.00
C 3.529 1.937 -0.912 0.01
H 3.377 1.104 -0.227 -0.01
H 3.501 1.552 -1.932 0.00
H 4.534 2.337 -0.750 0.00
C 2.737 4.108 -1.790 0.00
H 2.442 3.746 -2.786 0.00
H 2.229 5.066 -1.612 0.00
H 3.819 4.321 -1.850 0.00
C -1.813 -3.603 2.249 0.00
H -1.820 -3.731 3.342 0.00
H -2.423 -2.713 2.052 0.00
H -2.313 -4.476 1.805 0.00
C 0.422 -2.607 2.800 0.10
H 1.456 -2.407 2.495 0.01
H -0.081 -1.654 3.011 -0.01
H 0.446 -3.179 3.739 0.00
C 0.313 -4.824 1.665 0.00
H 0.375 -5.232 2.682 0.00
H -0.261 -5.533 1.062 0.00
H 1.330 -4.767 1.267 0.00
C -1.107 -2.766 -2.549 0.01
H -1.793 -3.251 -3.262 0.00
H -1.248 -1.686 -2.653 0.00
H -0.081 -3.009 -2.846 0.00
C -2.908 -2.829 -0.828 0.01
H -3.005 -1.739 -0.833 0.00
H -3.558 -3.235 -1.612 0.00
H -3.262 -3.210 0.130 0.00
C -1.368 -4.797 -1.139 0.00
H -0.340 -5.162 -1.281 0.00
H -1.800 -5.255 -0.238 0.00
H -1.959 -5.168 -1.995 0.00
Ti 0.017 0.041 0.132 1.49
C 1.514 0.158 1.207 0.20
O 2.463 0.280 1.886 0.25
N -1.805 0.259 -1.294 0.00
C -1.634 0.742 -2.393 0.01
C -1.933 0.965 -3.769 0.00
C -3.312 0.814 -3.876 0.01
C -1.107 1.205 -4.912 0.01
C -3.932 0.875 -5.102 0.00
H -3.785 0.588 -2.920 0.00
C -1.766 1.265 -6.155 0.00
H -0.007 1.252 -4.915 0.00
C -3.159 1.109 -6.243 0.01
H -5.003 0.717 -5.068 0.00
H -1.226 1.419 -7.102 0.00
H -3.703 1.138 -7.186 0.00
N -2.720 -0.007 6.349 0.00
C -2.379 -0.456 5.116 0.00
O -2.355 -1.663 4.860 0.00
C -1.973 0.565 4.082 -0.01
C -1.716 1.922 4.401 0.02
C -1.056 2.709 3.464 -0.01
C -0.625 2.131 2.265 0.06
N -1.006 0.903 1.912 -0.11
C -1.730 0.147 2.764 0.07
H -2.978 -0.680 7.035 0.00
H -2.852 0.974 6.580 0.00
H -2.042 2.334 5.368 0.00
H -0.837 3.759 3.663 0.00
H 0.044 2.678 1.602 -0.01
H -2.115 -0.803 2.388 -0.01
```

no.,M (g mol⁻¹)
1,86.07
2,171.18
3,78.07
4,82.13
5,363.84
6,695.67